DFT (ωB97M-V with the def2-TZVPD basis set) results for a cluster of 2 separate species, C5H12NO in total in a non-equilibrium geometry.

```
19
Properties=species:S:1:pos:R:3
C 0.114 -1.354 -0.854
O 0.743 -0.827 -2.062
C -0.019 -0.092 -0.034
C -0.840 -0.005 1.017
C 0.159 -0.708 1.982
C 1.331 -0.059 2.294
N -1.166 1.962 -1.787
H 0.708 -2.033 -0.254
H -0.877 -1.673 -1.167
H 1.779 -1.030 -2.036
H 0.703 0.772 -0.307
H -0.952 1.084 1.375
H -1.738 -0.589 1.201
H -0.038 -1.731 2.311
H 1.591 0.998 1.912
H 2.144 -0.592 2.599
H -1.817 2.820 -1.815
H -1.605 1.036 -2.139
H -0.222 2.021 -2.237
```

Calculated values
Net charge ... +1
Relative energy (zero: lowest compared OMol25 entry of this formula, charge and spin) ... 104.9 kcal/mol
Lowest unoccupied orbital energy ... -5.6 eV
Calculated total energy ... -8906.081 eV
Kohn-Sham gap ... 7.976 eV

Need the natural (NBO) charges? In units of e they are: C -0.195; O -0.710; C 0.320; C -0.605; C -0.152; C -0.248; N -1.130; H 0.243; H 0.242; H 0.499; H 0.283; H 0.283; H 0.292; H 0.254; H 0.217; H 0.219; H 0.419; H 0.381; H 0.391

---

DFT (ωB97M-V with the def2-TZVPD basis set) results for a cluster of 2 separate species, C5H12NO in total in a non-equilibrium geometry.

```
19
Properties=species:S:1:pos:R:3
C -1.895 0.786 0.153
C 1.753 1.242 -0.265
C 0.562 -2.113 0.747
C -2.027 1.523 -0.967
C 1.386 0.143 0.641
N 1.263 -1.023 0.168
O -1.601 -0.566 0.042
H -2.053 1.095 1.208
H 1.007 1.986 -0.285
H 1.870 0.919 -1.325
H 2.733 1.615 0.010
H -0.066 -1.784 1.622
H -0.147 -2.724 0.115
H 1.284 -2.939 0.948
H -2.113 0.972 -1.953
H -2.342 2.492 -1.032
H 0.967 0.380 1.677
H 1.573 -1.148 -0.804
H -2.153 -0.857 -0.699
```

Calculated values
Net charge ... +1
Relative energy (zero: lowest compared OMol25 entry of this formula, charge and spin) ... 45.3 kcal/mol
Lowest unoccupied orbital energy ... -4.4 eV
Calculated total energy ... -8908.663 eV
Kohn-Sham gap ... 8.676 eV

Need the natural (NBO) charges? In units of e they are: C 0.103; C -0.699; C -0.459; C -0.477; C 0.317; N -0.398; O -0.740; H 0.205; H 0.282; H 0.236; H 0.273; H 0.254; H 0.266; H 0.242; H 0.200; H 0.223; H 0.245; H 0.432; H 0.495

---

DFT (ωB97M-V with the def2-TZVPD basis set) results for a cluster of 2 separate species, C5H12NO in total in a non-equilibrium geometry.

```
19
Properties=species:S:1:pos:R:3
C -0.702 -0.846 -0.946
C 0.635 -0.771 -1.711
C 0.271 0.286 -0.796
C -0.134 1.744 -1.025
C -0.957 -0.946 2.614
N 1.019 0.214 0.655
O -0.941 0.128 2.076
H -1.579 -0.683 -1.470
H -0.717 -1.563 -0.106
H 1.377 -1.623 -1.548
H 0.681 -0.697 -2.830
H -1.011 2.161 -0.460
H -0.403 1.953 -2.004
H 0.739 2.507 -0.778
H -1.852 -1.108 3.146
H -0.218 -1.672 2.680
H 1.676 1.039 0.671
H 1.815 -0.513 0.543
H 0.302 0.389 1.288
```

Calculated values
Net charge ... +1
Relative energy (zero: lowest compared OMol25 entry of this formula, charge and spin) ... 72.8 kcal/mol
Lowest unoccupied orbital energy ... -3.7 eV
Calculated total energy ... -8907.471 eV
Kohn-Sham gap ... 11.216 eV

Need the natural (NBO) charges? In units of e they are: C -0.412; C -0.463; C 0.134; C -0.645; C 0.322; N -0.746; O -0.519; H 0.246; H 0.215; H 0.252; H 0.272; H 0.253; H 0.253; H 0.222; H 0.152; H 0.136; H 0.426; H 0.459; H 0.445

---

DFT (ωB97M-V with the def2-TZVPD basis set) results for a cluster of 2 separate species, C5H12NO in total in a non-equilibrium geometry.

```
19
Properties=species:S:1:pos:R:3
C -2.325 -1.486 -1.247
C -1.041 -1.412 -1.412
C 1.718 0.911 1.137
C -0.043 1.515 -0.368
C 0.355 -0.864 0.463
N 0.943 0.433 -0.003
O -0.534 -0.583 1.423
H -3.097 -1.502 -2.056
H -2.697 -1.368 -0.210
H -0.357 -1.495 -2.134
H 1.007 0.982 1.914
H 2.567 0.263 1.254
H 2.179 1.933 0.885
H -1.069 1.232 -0.018
H 0.364 2.415 0.114
H -0.084 1.531 -1.403
H 1.353 -1.411 0.638
H 1.707 0.299 -0.659
H -0.944 -1.393 1.681
```

Calculated values
Net charge ... +1
Relative energy (zero: lowest compared OMol25 entry of this formula, charge and spin) ... 119.1 kcal/mol
Lowest unoccupied orbital energy (spin up / spin down) ... -3.7 / -3.7 eV
Calculated total energy ... -8905.462 eV
Kohn-Sham gap (spin up / spin down) ... 9.318 / 9.319 eV

Need the natural (NBO) charges? In units of e they are: C -0.460; C -0.079; C -0.427; C -0.413; C 0.233; N -0.392; O -0.703; H 0.267; H 0.224; H 0.175; H 0.244; H 0.228; H 0.234; H 0.262; H 0.231; H 0.231; H 0.190; H 0.439; H 0.517

---

DFT (ωB97M-V with the def2-TZVPD basis set) results for a cluster of 2 separate species, C5H12NO2 in total in a non-equilibrium geometry.

```
20
Properties=species:S:1:pos:R:3
C 2.510 1.975 0.724
C 1.682 1.356 -0.126
O 1.489 0.041 -0.141
C 0.897 2.113 -1.189
H 2.680 3.039 0.649
H 3.036 1.401 1.473
H 0.492 -0.256 -0.168
H 1.375 3.052 -1.463
H 0.801 1.465 -2.057
H -0.100 2.323 -0.795
C -1.595 -0.217 1.163
N -1.122 -0.553 -0.181
C -1.160 -2.101 -0.351
O -2.263 -2.671 0.078
H -2.599 -0.594 1.362
H -1.595 0.874 1.268
H -0.939 -0.638 1.926
H -1.841 -0.235 -0.825
H -0.224 -2.426 0.166
H -0.958 -2.222 -1.453
```

Calculated values
Net charge ... -1
Relative energy (zero: lowest compared OMol25 entry of this formula, charge and spin) ... 66.6 kcal/mol
Lowest unoccupied orbital energy ... 3.6 eV
Calculated total energy ... -10964.101 eV
Kohn-Sham gap ... 6.608 eV

Need the natural (NBO) charges? In units of e they are: C -0.582; C 0.374; O -0.757; C -0.679; H 0.182; H 0.196; H 0.515; H 0.200; H 0.218; H 0.217; C -0.424; N -0.714; C 0.145; O -0.924; H 0.203; H 0.163; H 0.187; H 0.349; H 0.066; H 0.063

---

DFT (ωB97M-V with the def2-TZVPD basis set) results for a cluster of 2 separate species, C5H12NO2 in total in a non-equilibrium geometry.

```
20
Properties=species:S:1:pos:R:3
O -0.339 0.943 2.368
C -1.249 0.487 1.682
C -0.874 0.281 0.218
N 0.702 0.120 0.058
C 0.715 -0.591 -1.259
C -0.448 -1.580 -1.303
C -1.387 -1.267 -0.139
H -2.146 0.185 2.072
H -1.323 0.725 -0.707
H 1.011 1.132 0.065
H 1.319 -0.386 0.730
H 0.639 0.281 -1.945
H 1.701 -1.162 -1.514
H 0.083 -2.626 -1.259
H -1.020 -1.722 -2.192
H -1.261 -2.071 0.658
H -2.427 -1.273 -0.375
H 1.921 3.404 0.432
H 2.361 2.600 1.661
O 2.021 2.521 0.749
```

Calculated values
Net charge ... 0
Relative energy (zero: lowest compared OMol25 entry of this formula, charge and spin) ... 84.0 kcal/mol
Lowest unoccupied orbital energy (spin up / spin down) ... 0.5 / 0.4 eV
2S+1 ... 2
⟨S²⟩ ... 0.75
Calculated total energy ... -10959.731 eV
Kohn-Sham gap (spin up / spin down) ... 3.886 / 7.701 eV

Need the natural (NBO) charges? In units of e they are: O -0.753; C 0.018; C -0.115; N -0.588; C -0.238; C -0.451; C -0.416; H 0.121; H 0.187; H 0.484; H 0.440; H 0.206; H 0.218; H 0.201; H 0.234; H 0.213; H 0.215; H 0.481; H 0.499; O -0.959

---

DFT (ωB97M-V with the def2-TZVPD basis set) results for a cluster of 2 separate species, C5H12NO2 in total in a non-equilibrium geometry.

```
20
Properties=species:S:1:pos:R:3
O 1.464 -0.175 -1.871
C 1.959 -1.251 -1.649
C 2.151 -1.809 -0.266
C 1.197 -1.237 0.831
C 0.857 0.184 0.672
C -0.370 0.662 0.762
N -0.564 2.152 0.854
H 2.350 -1.873 -2.476
H 2.055 -2.895 -0.314
H 3.186 -1.597 -0.005
H 0.380 -1.937 0.965
H 1.764 -1.363 1.752
H 1.665 0.882 0.434
H -1.273 0.074 0.828
H -1.542 2.321 1.121
H -0.432 2.683 -0.009
H 0.032 2.417 1.639
H -4.337 1.328 -1.412
H -5.499 0.310 -1.056
O -5.043 1.122 -0.800
```

Calculated values
Net charge ... +1
Relative energy (zero: lowest compared OMol25 entry of this formula, charge and spin) ... 43.6 kcal/mol
Lowest unoccupied orbital energy ... -3.6 eV
Calculated total energy ... -10956.730 eV
Kohn-Sham gap ... 9.560 eV

Need the natural (NBO) charges? In units of e they are: O -0.534; C 0.452; C -0.510; C -0.456; C -0.086; C -0.128; N -0.692; H 0.139; H 0.248; H 0.249; H 0.238; H 0.254; H 0.230; H 0.237; H 0.452; H 0.452; H 0.455; H 0.468; H 0.486; O -0.953

---

DFT (ωB97M-V with the def2-TZVPD basis set) results for a cluster of 2 separate species, C5H12NO2 in total in a non-equilibrium geometry.

```
20
Properties=species:S:1:pos:R:3
O 0.715 0.232 -1.430
C 1.579 -0.463 -0.860
C 1.373 -0.918 0.595
C 0.207 -2.033 0.793
C -1.007 -1.700 -0.105
C -2.489 0.203 0.231
N -1.446 -0.329 -0.319
H 2.260 -0.921 -1.513
H 2.324 -1.210 1.147
H 1.046 -0.005 1.159
H 0.470 -3.045 0.385
H -0.036 -2.027 1.918
H -0.970 -2.145 -1.147
H -1.937 -2.334 0.226
H -2.778 1.152 -0.181
H -3.197 -0.198 0.955
H -0.692 0.288 -0.869
H 0.954 5.362 -0.763
H 2.263 5.276 -0.039
O 1.362 4.815 -0.183
```

Calculated values
Net charge ... +2
Relative energy (zero: lowest compared OMol25 entry of this formula, charge and spin) ... 67.2 kcal/mol
Lowest unoccupied orbital energy (spin up / spin down) ... -10.9 / -14.4 eV
2S+1 ... 2
⟨S²⟩ ... 0.76
Calculated total energy ... -10941.308 eV
Kohn-Sham gap (spin up / spin down) ... 5.526 / 1.960 eV

Need the natural (NBO) charges? In units of e they are: O -0.087; C 0.518; C -0.525; C -0.383; C -0.319; C 0.181; N -0.422; H 0.313; H 0.341; H 0.294; H 0.284; H 0.301; H 0.265; H 0.292; H 0.243; H 0.266; H 0.437; H 0.467; H 0.486; O -0.952